No. 1
Entry from the Open Molecules 2025 dataset: a structure of composition C30H30AlClN6OSe2 at a distorted geometry (ωB97M-V/def2-TZVPD).

Summary:
Energy above the lowest of the compared OMol25 structures with the same formula, charge and spin in kJ/mol: 0.00
Electronic energy in a.u.: -7070.1143
HOMO energy in eV: -13.4
Frontier orbital gap in eV: 7.27
LUMO energy in eV: -6.171

Geometry as ORCA input:
```
! wB97M-V def2-TZVPD RIJCOSX def2/J DEFGRID3
* xyz 2 1
Se 2.158 -3.016 2.405
Se -0.143 -2.902 2.630
Cl 7.257 0.069 -1.608
Al 0.657 -0.190 0.769
O 2.285 0.172 1.429
N -1.363 -0.710 0.332
N -0.701 2.103 0.599
N 0.999 0.754 -0.925
N -1.886 -0.870 -0.992
N 1.246 -1.982 -0.077
N 0.050 -0.123 2.725
C -0.383 -1.164 3.438
C 5.827 0.274 -0.750
C -2.093 4.109 0.879
C 3.409 0.469 -0.677
C -3.454 -2.768 -1.023
C -0.781 2.330 -0.714
C -0.831 2.651 -3.531
C -1.636 3.292 -1.336
C -0.840 0.192 5.287
C -3.849 -0.660 -2.411
C -1.651 3.400 -2.740
C -4.151 -0.711 0.109
C 4.664 0.492 -1.412
C 1.820 -2.901 -2.210
C -2.289 4.184 -0.508
C -1.325 2.989 1.369
C 1.025 -2.072 -1.393
C 3.084 -3.535 -0.239
C -0.127 1.204 4.640
C 4.617 0.229 1.336
C 0.304 1.012 3.374
C 2.176 -2.738 0.517
C 0.074 1.569 -1.604
C 3.415 0.272 0.719
C 0.071 1.710 -2.960
C -0.932 -1.044 4.723
C 5.808 0.165 0.659
C 2.904 -3.556 -1.595
C 2.215 0.860 -1.363
C -3.318 -1.238 -1.060
H 4.685 0.619 -2.505
H -1.483 -1.588 0.827
H 0.770 1.129 -3.633
H -3.086 -0.806 -3.153
H -1.362 -1.836 5.337
H -2.907 -3.251 -0.194
H -1.397 2.696 2.432
H -1.698 -0.029 -1.491
H 1.569 -3.203 -3.225
H -4.499 -3.132 -0.860
H -4.184 0.397 0.100
H 3.535 -4.289 -2.154
H -0.920 2.787 -4.615
H -1.922 -0.004 0.877
H -1.346 0.434 6.225
H 3.774 -4.175 0.211
H -3.043 -3.257 -1.916
H 0.203 -1.495 -1.779
H -2.505 4.780 1.604
H 6.670 0.073 1.334
H -4.801 -1.062 -2.756
H -2.975 4.872 -0.999
H -2.345 4.135 -3.152
H 0.876 1.774 2.831
H 4.609 0.224 2.387
H 2.418 1.450 -2.285
H -5.218 -1.012 -0.045
H -3.857 -1.113 1.028
H 0.079 2.153 5.077
H -3.951 0.411 -2.320
*
```

Here are the Löwdin charges for atoms 1 to 4, given in e: 0.825 0.787 0.770 0.131

=====

No. 2
Entry from the Open Molecules 2025 dataset: the molecule C5H10OS at a distorted geometry (ωB97M-V/def2-TZVPD).

Summary:
Energy above the lowest of the compared OMol25 structures with the same formula, charge and spin in kJ/mol: 166.81
Electronic energy in a.u.: -669.8729
SMILES string: CSCCCC=O
HOMO energy in eV: -8.8
Frontier orbital gap in eV: 9.54
LUMO energy in eV: 0.731

Geometry as ORCA input:
```
! wB97M-V def2-TZVPD RIJCOSX def2/J DEFGRID3
* xyz 0 1
S 1.229 -0.024 1.564
O -1.076 1.544 -3.396
C -0.485 0.211 1.071
C -0.264 0.282 -1.416
C -0.846 -0.596 -0.215
C 1.254 -1.582 2.557
C -1.248 0.686 -2.518
H -0.366 -1.625 -0.144
H -2.057 -0.084 -2.753
H 0.084 1.294 -1.119
H 0.352 -2.202 2.579
H 0.639 -0.215 -1.906
H 1.379 -1.261 3.639
H 1.999 -2.462 2.425
H -0.435 1.272 0.938
H -1.185 0.107 1.867
H -1.942 -0.811 -0.253
*
```

Here are the Löwdin charges for atoms 1 to 4, given in e: 0.794 0.009 -0.541 -0.166

=====

No. 3
Entry from the Open Molecules 2025 dataset: the molecule C6H13NO2 at a distorted geometry (ωB97M-V/def2-TZVPD).

Summary:
Energy above the lowest of the compared OMol25 structures with the same formula, charge and spin in kJ/mol: 348.15
Electronic energy in a.u.: -441.5474
SMILES string: C=C(OC)[N@H+](C)[C@@H](C)[O-]
HOMO energy in eV: -8.7
Frontier orbital gap in eV: 9.45
LUMO energy in eV: 0.754

Geometry as ORCA input:
```
! wB97M-V def2-TZVPD RIJCOSX def2/J DEFGRID3
* xyz 0 1
O 0.710 -1.700 -1.991
O -0.532 0.629 1.298
N 0.740 0.019 -0.487
C -0.918 0.557 2.663
C -0.310 -1.114 -1.415
C -1.323 -0.357 -2.241
C 0.566 -0.076 0.915
C 1.353 -0.829 1.683
C 0.869 1.383 -1.015
H -0.044 1.947 -0.831
H 1.165 -0.987 2.731
H 1.711 1.890 -0.538
H 1.403 -0.773 -1.028
H -0.841 0.181 -3.055
H 1.060 1.320 -2.085
H -1.895 0.337 -1.623
H 2.184 -1.351 1.237
H -0.793 -1.640 -0.571
H -1.161 -0.471 2.947
H -2.015 -1.087 -2.664
H -0.128 0.940 3.316
H -1.803 1.182 2.756
*
```

Here are the Löwdin charges for atoms 1 to 4, given in e: -0.165 -0.081 -0.075 -0.068

=====

No. 4
Entry from the Open Molecules 2025 dataset: the molecule C6H10O (ωB97M-V/def2-TZVPD).

Summary:
Energy above the lowest of the compared OMol25 structures with the same formula, charge and spin in kJ/mol: 73.24
Electronic energy in a.u.: -309.8145
SMILES string: O=CCCC1CC1
HOMO energy in eV: -9.8
Frontier orbital gap in eV: 10.83
LUMO energy in eV: 1.031

Geometry as ORCA input:
```
! wB97M-V def2-TZVPD RIJCOSX def2/J DEFGRID3
* xyz 0 1
O 2.527 -0.636 2.130
C 2.689 -0.399 0.956
C -0.764 0.524 -0.495
C -2.206 0.713 -0.125
C -1.803 -0.426 -1.021
C 0.234 0.102 0.559
C 1.563 -0.352 -0.050
H -2.495 0.488 0.899
H 3.709 -0.191 0.563
H -2.064 -0.368 -2.075
H 0.423 0.945 1.233
H 1.459 -1.357 -0.484
H 1.855 0.302 -0.881
H -1.830 -1.432 -0.608
H -2.743 1.549 -0.562
H -0.184 -0.696 1.184
H -0.369 1.234 -1.222
*
```

Here are the Löwdin charges for atoms 1 to 4, given in e: 0.048 -0.266 -0.323 -0.128

=====

No. 5
Entry from the Open Molecules 2025 dataset: a structure of composition C33H34IN3PRuS at a distorted geometry (ωB97M-V/def2-TZVPD).

Summary:
Energy above the lowest of the compared OMol25 structures with the same formula, charge and spin in kJ/mol: 53.84
Electronic energy in a.u.: -2573.3503
HOMO energy (alpha / beta) in eV: -16.1 / -16.1
Frontier orbital gap (alpha / beta) in eV: 4.99 / 5.01
LUMO energy (alpha / beta) in eV: -11.114 / -11.094

Geometry as ORCA input:
```
! wB97M-V def2-TZVPD RIJCOSX def2/J DEFGRID3
* xyz 3 1
I -2.725 -0.780 -0.988
Ru -0.007 -0.900 -0.804
S -0.787 -3.076 -1.301
P -0.345 1.439 -0.305
N 2.074 -1.513 -0.843
N 0.095 -5.523 -0.918
N -0.108 -4.295 1.014
C -3.580 4.679 -0.306
C -5.128 0.791 -0.596
C 1.751 -1.801 2.904
C -1.781 2.538 -0.382
C -2.238 4.928 -0.294
C -3.171 2.258 -0.466
C 1.657 2.452 -2.002
C -1.346 3.849 -0.306
C 2.303 2.517 -3.219
C 2.973 -0.379 -1.195
C -4.076 3.358 -0.383
C -0.790 -1.023 2.107
C 2.358 -2.561 -1.867
C -3.777 0.994 -0.603
C -0.512 -1.236 3.458
C 0.522 1.953 1.163
C -0.189 -4.399 -0.298
C 2.479 -2.012 0.516
C 0.183 0.747 -2.913
C 2.457 2.491 2.495
C 0.206 -1.211 1.153
C -5.477 3.143 -0.384
C -0.294 2.149 2.290
C 0.582 1.562 -1.833
C 1.908 2.118 1.282
C 0.421 -6.779 -0.232
C 0.267 2.504 3.501
C 1.933 1.673 -4.269
C -5.999 1.889 -0.469
C 0.876 0.790 -4.118
C 1.471 -1.630 1.550
C 0.764 -1.603 3.858
C 1.642 2.677 3.606
H 2.721 0.004 -2.178
H 2.012 -2.221 -2.842
H 3.524 2.652 2.572
H -1.790 -0.716 1.828
H 1.301 -6.651 0.398
H -6.128 4.005 -0.314
H 2.565 2.019 0.433
H -1.296 -1.096 4.191
H 2.455 1.733 -5.215
H -0.385 -3.438 1.475
H 0.114 -5.094 1.591
H -7.067 1.724 -0.462
H 2.562 -3.099 0.459
H 4.003 -0.740 -1.210
H -5.546 -0.202 -0.703
H -0.369 2.662 4.362
H 1.867 -3.493 -1.613
H 2.743 -2.116 3.208
H -0.427 -7.120 0.364
H 3.099 3.237 -3.363
H 3.473 -1.636 0.762
H -0.022 -5.546 -1.921
H 0.558 0.172 -4.947
H -1.857 5.938 -0.248
H 2.886 0.394 -0.442
H -0.288 4.072 -0.232
H -1.370 2.040 2.216
H 0.645 -7.529 -0.983
H 0.987 -1.745 4.906
H 2.079 2.971 4.551
H 3.434 -2.736 -1.912
H -4.290 5.495 -0.260
H 1.946 3.126 -1.208
H -0.730 0.155 -2.868
*
```

Here are the Löwdin charges for atoms 1 to 4, given in e: 1.299 0.659 0.627 1.040

=====

No. 6
Entry from the Open Molecules 2025 dataset: the molecule C6H10O at a distorted geometry (ωB97M-V/def2-TZVPD).

Summary:
Energy above the lowest of the compared OMol25 structures with the same formula, charge and spin in kJ/mol: 107.48
Electronic energy in a.u.: -309.8014
SMILES string: C=CCCCC=O
HOMO energy in eV: -9.4
Frontier orbital gap in eV: 10.32
LUMO energy in eV: 0.884

Geometry as ORCA input:
```
! wB97M-V def2-TZVPD RIJCOSX def2/J DEFGRID3
* xyz 0 1
O 2.316 0.703 -0.919
C -0.884 -0.332 -0.861
C 1.403 0.477 -1.668
C 0.292 -0.069 1.467
C -0.310 -0.990 0.444
C -0.051 0.789 -1.460
C -0.328 0.168 2.622
H 1.192 0.499 1.271
H -1.155 -1.480 0.930
H -0.186 1.739 -0.932
H 0.178 0.679 3.430
H 0.384 -1.774 0.148
H -0.448 1.043 -2.452
H -1.353 -0.127 2.820
H -0.742 -1.203 -1.473
H 1.613 -0.093 -2.600
H -1.920 -0.029 -0.767
*
```

Here are the Löwdin charges for atoms 1 to 4, given in e: 0.055 -0.181 -0.272 -0.184